<P>
Formula: C19H23N3O4S
Source: OMol25
Level of theory: wB97M-V/def2-TZVPD

Its frontier orbital gap is 8.5 eV. As for the highest occupied orbital energy: -0.3035 hartree. As for the lowest unoccupied orbital energy: 0.29 eV. As for the SMILES: CCCCC(=O)Nc1ccc(C(=O)Nc2nc(CC(=O)OCC)cs2)cc1.

```
! wB97M-V def2-TZVPD RIJCOSX def2/J DEFGRID3
* xyz 0 1
C 2.9127 -6.2906 6.7380
C 2.9351 -4.9789 5.9640
C 4.0592 -4.9576 4.9309
C 4.0939 -3.6456 4.1493
C 2.9370 -3.5413 3.1673
O 2.2648 -4.4798 2.8172
N 2.7694 -2.2591 2.7052
C 1.8511 -1.7738 1.7788
C 0.8666 -2.5690 1.1933
C -0.0089 -2.0146 0.2846
C 0.0769 -0.6706 -0.0784
C -0.9001 -0.1611 -1.0626
O -1.9726 -0.6927 -1.2840
N -0.5284 0.9639 -1.7533
C -1.3418 1.5258 -2.6998
N -1.0129 2.5698 -3.3832
C -2.0014 2.9143 -4.2530
C -1.8209 4.1256 -5.1177
C -2.7355 5.2164 -4.5923
O -2.4072 6.0922 -3.8393
O -3.9770 5.0449 -5.0547
C -4.9746 5.9649 -4.6053
C -4.9673 7.2414 -5.4338
C -3.0974 2.1097 -4.2164
S -2.9060 0.8467 -3.0527
C 1.0530 0.1251 0.5201
C 1.9241 -0.4209 1.4380
H 2.1094 -6.2883 7.4707
H 2.7572 -7.1267 6.0606
H 3.8547 -6.4431 7.2612
H 3.0657 -4.1475 6.6622
H 1.9805 -4.8439 5.4533
H 5.0181 -5.1032 5.4329
H 3.9127 -5.7781 4.2269
H 5.0182 -3.5860 3.5668
H 4.0718 -2.7968 4.8371
H 3.4116 -1.5634 3.0608
H 0.7966 -3.6106 1.4567
H -0.7794 -2.6190 -0.1689
H 0.3742 1.3971 -1.6266
H -2.0918 3.8984 -6.1484
H -0.7869 4.4578 -5.0468
H -5.9211 5.4309 -4.7116
H -4.7923 6.1967 -3.5509
H -4.0215 7.7615 -5.3040
H -5.1013 7.0073 -6.4872
H -5.7743 7.8916 -5.1086
H -3.9886 2.1931 -4.8030
H 1.1225 1.1811 0.3030
H 2.6722 0.2060 1.9035
*
```


<Q>
Formula: C19H23N3O4S
Source: OMol25
Level of theory: wB97M-V/def2-TZVPD

Its frontier orbital gap is 6.8 eV. As for the highest occupied orbital energy: -0.2500 hartree. As for the lowest unoccupied orbital energy: 0.01 eV.

```
! wB97M-V def2-TZVPD RIJCOSX def2/J DEFGRID3
* xyz 0 1
C -6.1571 0.4053 -2.4777
C -4.6766 0.4221 -2.7072
C -3.9805 -0.7821 -2.8180
C -2.6226 -0.7914 -3.1108
C -1.9590 0.4189 -3.2964
S -0.2356 0.4207 -3.7545
N 0.4828 0.3979 -1.9990
C 1.6925 0.3913 -1.8221
O 2.8630 0.3937 -1.6332
O 0.1114 -0.8379 -4.3568
O 0.1093 1.6882 -4.3359
C -2.6231 1.6314 -3.1266
C -3.9807 1.6265 -2.8334
H -6.5378 1.4293 -2.4228
H -6.6719 -0.1181 -3.2948
H -6.4065 -0.1180 -1.5459
H -4.5158 -1.7219 -2.6891
H -2.0748 -1.7249 -3.1840
H -2.0751 2.5637 -3.2137
H -4.5166 2.5677 -2.7172
C -1.6535 1.0968 1.2001
C -0.8774 0.8534 2.4808
N 0.5757 0.8399 2.3286
C 1.2816 2.1146 2.5134
C 1.7864 2.3137 3.9301
C 1.1731 -0.3021 1.8256
C 2.5957 -0.3609 1.8302
N 3.2492 -1.5335 1.4894
C 2.7553 -2.3791 0.5202
C 3.4653 -3.4990 0.1422
C 4.6800 -3.8101 0.7537
C 5.1612 -2.9482 1.7453
C 4.4532 -1.8201 2.0930
O 0.4347 -1.2310 1.4178
H -2.7226 1.0701 1.4325
H -1.4076 2.0743 0.7709
H -1.4339 0.3164 0.4643
H -1.0852 1.6478 3.2085
H -1.1857 -0.1154 2.8942
H 2.1255 2.1368 1.8098
H 0.5714 2.9119 2.2464
H 2.3134 3.2705 3.9809
H 0.9492 2.3280 4.6362
H 2.4775 1.5119 4.2092
H 3.1738 0.3565 2.4101
H 1.7963 -2.0979 0.1068
H 3.0234 -4.1027 -0.6455
H 5.2410 -4.6914 0.4555
H 6.1046 -3.1286 2.2556
H 4.7528 -1.0847 2.8336
*
```


<P> (92.8 kcal/mol below the next structure)


<P>
Formula: CH2N2O3
Source: OMol25
Level of theory: wB97M-V/def2-TZVPD

Its frontier orbital gap (spin up / spin down) is 8.1 / 8.7 eV. As for the highest occupied orbital energy (spin up / spin down): -0.3501 / -0.3714 hartree. As for the lowest unoccupied orbital energy (spin up / spin down): -1.47 / -1.40 eV.

```
! wB97M-V def2-TZVPD RIJCOSX def2/J DEFGRID3
* xyz 0 1
C -0.4942 -0.0764 -0.0531
N -0.0551 -1.1819 1.4767
N 0.4499 -2.6918 0.9615
O -0.8202 -1.1044 2.4066
O 1.3500 -2.6089 0.1989
O -0.0941 -3.6128 1.3926
H -1.1614 0.6330 0.3630
H 0.3329 0.2819 -0.6717
*
```


<Q>
Formula: CH2N2O3
Source: OMol25
Level of theory: wB97M-V/def2-TZVPD

Its frontier orbital gap is 9.2 eV. As for the highest occupied orbital energy: -0.3364 hartree. As for the lowest unoccupied orbital energy: 0.05 eV.

```
! wB97M-V def2-TZVPD RIJCOSX def2/J DEFGRID3
* xyz 0 1
C -0.8786 0.5498 0.0227
N -0.1368 0.4330 1.0597
N 0.5379 -0.5990 -1.0517
O 1.3677 -0.9148 -0.2078
O -1.6862 0.9414 -0.7507
O 0.2855 -1.1748 -2.0547
H 0.7701 0.0517 0.9147
H -0.2596 0.7127 2.0678
*
```


<R>
Formula: CH2N2O3
Source: OMol25
Level of theory: wB97M-V/def2-TZVPD

Its frontier orbital gap (spin up / spin down) is 9.1 / 8.3 eV. As for the highest occupied orbital energy (spin up / spin down): -0.3442 / -0.3145 hartree. As for the lowest unoccupied orbital energy (spin up / spin down): -0.26 / -0.27 eV.

```
! wB97M-V def2-TZVPD RIJCOSX def2/J DEFGRID3
* xyz 0 1
C 1.2592 -0.0801 -0.2224
N 0.6127 0.8984 0.4132
N -0.8365 -0.8102 0.5270
O 2.4171 -0.3208 -0.4293
O -0.7434 0.6365 0.4897
O -1.8075 -1.2236 -0.3263
H 1.1244 1.7219 0.7448
H -2.0260 -0.8221 -1.1967
*
```


<S>
Formula: CH2N2O3
Source: OMol25
Level of theory: wB97M-V/def2-TZVPD

Its frontier orbital gap is 11.0 eV. As for the highest occupied orbital energy: -0.3975 hartree. As for the lowest unoccupied orbital energy: 0.18 eV. As for the SMILES: O=[NH+][O-].C#[N+][O-].

```
! wB97M-V def2-TZVPD RIJCOSX def2/J DEFGRID3
* xyz 0 1
O -2.3700 -0.2211 -0.8343
N -1.4766 0.3252 -0.2040
O -0.8910 1.3286 -0.5560
H -1.2179 -0.1355 0.6780
C 1.7700 -0.1021 -0.3064
N 1.1823 -0.3140 0.6691
O 0.4725 -0.6135 1.5905
H 2.5306 -0.2677 -1.0368
*
```


<Q> (46.8 kcal/mol below the next structure)